{
  "formula": "C9H14",
  "method": "ωB97M-V/def2-TZVPD",
  "energy_ev": -9556.838,
  "max_force_ev_per_a": 3.73,
  "de_lowest_kj_mol": 189.07,
  "lumo_ev": [3.75, 3.72],
  "gap_ev": [2.597, 7.136],
  "charge": -1,
  "multiplicity": 2,
  "elements": ["C", "C", "C", "C", "C", "C", "C", "H", "H", "H", "H", "H", "H", "H", "H", "C", "C", "H", "H", "H", "H", "H", "H"],
  "xyz": [[2.73712, -0.46175, -1.31054], [-0.94695, 1.31061, -0.42584], [-0.59402, 1.13233, -1.73861], [-0.00712, 1.09562, 0.59534], [0.68278, 0.61594, -2.04249], [1.31672, 0.68524, 0.28728], [1.55199, 0.30423, -1.02054], [-1.86611, 1.61809, -0.07807], [-1.29052, 1.33395, -2.64297], [-0.20730, 1.39488, 1.61178], [0.93164, 0.36072, -3.13974], [2.06602, 0.76368, 1.03989], [3.43888, 0.19048, -1.86677], [2.72301, -1.20776, -2.15647], [3.06051, -1.10153, -0.48584], [-2.66918, -2.17630, 2.15854], [-1.46286, -1.34291, 2.46249], [-3.73585, -1.64521, 2.50261], [-2.90112, -2.03475, 1.08264], [-2.47984, -3.27378, 2.46410], [-1.60313, -0.34653, 2.16419], [-1.24558, -1.14236, 3.56278], [-0.54150, -1.88789, 2.14804]],
  "forces_ev_per_angstrom": [[2.38, -1.45, -2.48], [2.33, -0.49, 0.97], [-2.26, 0.85, -2.45], [-0.69, 1.01, -0.26], [0.91, -0.93, -1.93], [-0.64, -0.24, 0.06], [-0.81, 0.12, -0.48], [-2.27, 0.78, 0.20], [0.88, -0.29, 1.84], [-0.39, -0.02, 0.22], [-0.33, 0.13, 1.89], [0.70, -0.47, 0.35], [0.77, 0.02, 1.25], [-1.20, 0.30, 0.59], [0.66, 0.79, 0.19], [-2.75, 0.43, 0.06], [1.16, -0.90, 2.73], [2.70, -1.75, 0.15], [0.65, -0.90, 0.23], [-1.02, 1.71, -0.55], [0.42, 1.07, -1.39], [-0.61, -0.82, -0.75], [-0.59, 1.03, -0.43]],
  "mulliken_spin": [0.051, -0.154, 0.335, 0.226, 0.292, 0.332, -0.263, -0.017, 0.049, 0.015, 0.040, 0.085, -0.005, 0.001, -0.018, 0.000, 0.058, 0.000, 0.001, -0.001, -0.043, 0.000, 0.014]
}